Run w
The following is a quantum chemistry calculation of the ion C3H3O4 with charge -1, from the OMol25 dataset.

Its LUMO energy is 3.714 eV. Its molar mass is 103.05 g/mol. Its SMILES is O=C([O-])/C(O)=C/O. Its total charge is -1. The calculation puts the HOMO energy at -3.348 eV.

```
10
C3H3O4 | the OMol25 dataset | ωB97M-V/def2-TZVPD
O -2.44576 -1.59433 0.07509
C -2.13377 -0.40161 -0.12376
O -2.89068 0.59325 -0.13441
C -0.72393 0.11913 0.04503
O -0.72123 1.42325 0.40768
C 0.42955 -0.77276 -0.25694
O 1.74279 -0.52711 -0.05846
H -1.71022 1.62442 0.29447
H 0.18541 -1.87106 -0.46775
H 1.94629 0.28052 0.39776
```

Run x
The following is a quantum chemistry calculation of a cluster of 2 separate species, C3H3O4 in total, from the OMol25 dataset.

Its LUMO energy is 3.888 eV. Its molar mass is 103.05 g/mol. Its total charge is -1. The calculation puts the HOMO energy at -3.129 eV.

```
10
C3H3O4 | the OMol25 dataset | ωB97M-V/def2-TZVPD
C 1.15052 0.34905 0.48284
C -0.06372 0.25989 0.05019
C -0.66930 -1.34710 -1.29917
O 0.29294 -2.01271 -1.60489
O -1.87941 -1.23637 -1.41219
O 1.50395 1.16748 1.54316
O -1.25418 0.85540 0.35455
H 1.89170 -0.27476 0.13955
H 0.89755 1.98024 1.68734
H -1.87004 0.25888 0.05863
```

Run y
The following is a quantum chemistry calculation of a cluster of 2 separate species, C3H3O4 in total, from the OMol25 dataset.

Its LUMO energy is 4.004 eV. Its molar mass is 103.05 g/mol. Its total charge is -1. The calculation puts the HOMO energy at -1.913 eV.

```
10
C3H3O4 | the OMol25 dataset | ωB97M-V/def2-TZVPD
C 0.36547 -0.37011 -1.37342
C -0.16519 0.59701 1.95593
C -0.56914 0.57794 -0.93709
O -0.14135 -1.70012 -1.55914
O 1.56333 -0.12871 -1.21482
O 0.69126 -0.10421 2.44044
O -1.05212 1.65842 -1.21508
H 0.05698 1.34499 1.04954
H -1.26677 0.49468 2.23296
H 0.51753 -2.36990 -1.37933
```

Run z
The following is a quantum chemistry calculation of the ion C3H3O4 with charge -1, from the OMol25 dataset.

Its LUMO energy is 3.869 eV. Its molar mass is 103.05 g/mol. Its SMILES is O=C([O-])/C(O)=C/O. Its total charge is -1. The calculation puts the HOMO energy at -4.093 eV.

```
10
C3H3O4 | the OMol25 dataset | ωB97M-V/def2-TZVPD
O -0.67999 -0.44946 2.28003
C 0.23080 -0.71166 1.39366
O 1.29194 -1.39871 1.48002
C -0.00004 -0.06333 -0.02239
O 0.94533 -0.44920 -0.90332
C -0.94705 0.75066 -0.44283
O -0.77933 1.39442 -1.67115
H 1.53273 -1.04051 -0.47735
H -1.69054 0.93952 0.28742
H 0.09615 1.02827 -1.92408
```

The winner here is run z, beating the second structure by 0.651 eV.

Run w
The following is a quantum chemistry calculation of a cluster of 2 separate species, C3H6NO3S in total, from the OMol25 dataset.

Its LUMO energy is 3.990 eV. Its molar mass is 136.15 g/mol. Its total charge is -1. The calculation puts the HOMO energy at -5.115 eV.

```
14
C3H6NO3S | the OMol25 dataset | ωB97M-V/def2-TZVPD
C 2.67583 1.65917 -0.28018
C -1.08046 -0.60427 -0.27823
C 0.02438 -0.30704 0.73078
N 1.96480 2.53348 -0.20410
O 2.58919 -0.61104 0.97351
O 1.70724 -0.21529 -1.16704
O 1.27058 -2.31759 -0.22613
S 1.53489 -0.93754 0.05742
H -0.16393 -0.89604 1.50427
H 3.54570 1.03493 -0.41114
H -0.90810 -1.58828 -0.55228
H -0.85057 -0.02683 -1.10250
H -2.14679 -0.40727 0.10184
H 0.07114 0.83458 0.94198
```

Run x
The following is a quantum chemistry calculation of the ion C3H6NO3S with charge -1, from the OMol25 dataset.

Its LUMO energy is 3.760 eV. Its molar mass is 136.15 g/mol. Its SMILES is C[C@H](O)N([S-])C(=O)O. Its total charge is -1. The calculation puts the HOMO energy at -3.055 eV.

```
14
C3H6NO3S | the OMol25 dataset | ωB97M-V/def2-TZVPD
C -1.53767 -0.39970 -0.61896
C -0.66286 -0.39810 0.74802
O -1.01023 0.58472 1.56114
N 0.92117 -0.33052 0.35495
S 1.73136 -1.81297 0.03117
C 1.28512 0.83886 -0.17196
O 0.57661 1.87055 -0.09928
O 2.50558 0.90392 -0.60336
H -2.59130 -0.72757 -0.49706
H -0.94497 -1.12816 -1.34872
H -1.43439 0.63167 -0.98987
H -0.87637 -1.41227 1.21517
H -0.59029 1.42452 1.24340
H 2.62824 -0.04495 -0.82463
```

The winner here is run x, beating the second structure by 0.910 eV.

Run w
The following is a quantum chemistry calculation of a cluster of 2 separate species, C3H12N3O in total, from the OMol25 dataset.

Its expectation value of S² is 0.756. Its LUMO energy (spin up / spin down) is -8.140 / -13.304 eV. Its molar mass is 106.15 g/mol. Its total charge is +2. As for the spin multiplicity: 2. The calculation puts the HOMO energy (spin up / spin down) at -19.236 / -19.213 eV.

```
19
C3H12N3O | the OMol25 dataset | ωB97M-V/def2-TZVPD
C -2.15968 0.60386 -1.99978
O -0.89494 -0.16336 -1.91727
H -0.75899 -0.44302 -2.83260
H -3.00287 -0.05580 -2.13643
H -2.09469 1.39105 -2.74768
H -2.19973 1.12247 -1.04557
C 1.31781 -1.85218 0.51154
C 0.52000 0.42390 1.01201
N 0.12839 1.49980 0.39325
N 0.49222 -0.76413 0.25854
N 0.95240 0.42508 2.25575
H 0.07315 2.41448 0.79952
H 0.05532 1.44910 -0.62324
H -0.11140 -0.72335 -0.60931
H 1.33791 1.29825 2.58934
H 1.07698 -0.38613 2.84214
H 2.35936 -1.71605 0.11797
H 1.01555 -2.71765 -0.08523
H 1.46832 -2.17331 1.54555
```

Run x
The following is a quantum chemistry calculation of a cluster of 3 separate species, C3H12N3O in total, from the OMol25 dataset.

Its expectation value of S² is 0.760. Its LUMO energy (spin up / spin down) is -11.717 / -11.926 eV. Its molar mass is 106.15 g/mol. Its total charge is +2. As for the spin multiplicity: 2. The calculation puts the HOMO energy (spin up / spin down) at -17.735 / -17.734 eV.

```
19
C3H12N3O | the OMol25 dataset | ωB97M-V/def2-TZVPD
C 0.72479 -2.34800 -0.62907
C -0.51043 -1.46941 -0.68481
N -0.32616 -0.19467 -0.02430
C 0.28740 0.78969 -0.73132
N 0.09558 2.00848 -0.19682
N 1.02084 0.43748 -1.80869
H 1.53051 -2.10608 -1.33371
H 1.07847 -2.58918 0.36009
H 0.30823 -3.37740 -1.17069
H -1.37605 -1.97308 -0.25138
H -0.83177 -1.38586 -1.72536
H -1.07757 0.17166 0.55399
H -0.57710 2.07516 0.58081
H 0.10833 2.85004 -0.76697
H 1.29280 1.25729 -2.36903
H -0.10645 -3.94487 -1.67851
H -0.33315 0.66583 3.81265
H -1.30207 1.90019 3.83839
O -0.93724 1.19924 3.29019
```

The winner here is run w, beating the second structure by 3.773 eV.

Run w
The following is a quantum chemistry calculation of a structure of composition H24NeO12, from the OMol25 dataset.

Its LUMO energy is 0.016 eV. Its molar mass is 236.36 g/mol. The calculation puts the HOMO energy at -10.594 eV.

```
37
H24NeO12 | the OMol25 dataset | ωB97M-V/def2-TZVPD
Ne -0.45294 0.12734 0.13557
O 2.05503 -2.40203 1.59461
H 1.87236 -1.93980 2.41267
H 1.32890 -2.16501 1.01774
O 1.64777 3.90886 -0.00095
H 2.02291 3.02912 -0.04070
H 0.70268 3.76480 0.04680
O 2.12770 -1.29744 -1.90008
H 2.20175 -0.35004 -2.01488
H 1.45730 -1.56376 -2.52926
O 4.10635 -0.63296 0.26196
H 4.76613 -1.31745 0.37333
H 3.27121 -1.07994 0.39971
O -4.34154 -0.87159 -0.08244
H -3.63135 -0.54717 -0.63616
H -4.95750 -1.27509 -0.69401
O -4.18044 1.00141 2.57858
H -4.06765 0.62612 1.70527
H -3.98133 0.28122 3.17683
O -1.89880 -2.76371 1.58463
H -1.37541 -2.86130 0.78916
H -2.57002 -2.12181 1.35303
O -0.22157 -3.27512 -0.41222
H -0.38688 -3.05153 -1.32814
H 0.16629 -4.14961 -0.44490
O 0.03334 2.99929 2.40551
H 0.07590 2.31480 3.07326
H 0.50944 3.73680 2.78715
O -2.57275 0.29691 -1.82725
H -3.02606 1.13885 -1.87052
H -1.64323 0.52513 -1.81566
O 2.87897 1.58410 -0.87745
H 3.32978 0.82023 -0.51759
H 3.54873 2.26743 -0.90430
O 0.27570 1.38444 -2.53064
H -0.18347 2.08574 -2.99277
H 1.11271 1.77275 -2.27594
```

Run x
The following is a quantum chemistry calculation of a structure of composition H24NeO12, from the OMol25 dataset.

Its LUMO energy is -0.056 eV. Its molar mass is 236.36 g/mol. The calculation puts the HOMO energy at -10.252 eV.

```
37
H24NeO12 | the OMol25 dataset | ωB97M-V/def2-TZVPD
Ne 0.63201 0.44463 0.12778
O -1.07442 3.77333 2.34613
H -1.52252 4.61286 2.44908
H -0.96244 3.67543 1.40055
O 2.00327 -2.43075 -0.93077
H 2.94109 -2.61950 -0.96392
H 1.58464 -3.24436 -1.21191
O -0.73593 -1.69306 -2.99249
H -1.58166 -1.47215 -3.38259
H -0.31327 -0.84767 -2.84119
O -0.09802 -3.00526 1.96944
H 0.32574 -2.66786 1.18025
H -0.80164 -2.38171 2.14929
O 2.20860 -0.44403 -3.15534
H 2.85471 0.25312 -3.04237
H 2.22382 -0.92201 -2.32617
O -2.82263 1.41138 1.14399
H -2.29917 1.61492 0.36889
H -2.69809 2.16404 1.72212
O -2.81782 -1.56823 -0.69132
H -2.03350 -1.35180 -1.19553
H -2.51054 -1.63733 0.21259
O 2.69181 1.06415 2.50895
H 1.97256 1.22398 3.11997
H 3.42842 1.55641 2.87131
O -1.14332 2.83474 -0.71563
H -0.61248 2.15806 -1.13580
H -1.51712 3.33247 -1.44279
O 3.25168 -1.73319 1.50837
H 2.85875 -0.94275 1.87854
H 2.74896 -1.90037 0.71116
O -1.96892 -1.05791 2.36097
H -2.13844 -0.12730 2.21451
H -2.30240 -1.22682 3.24216
O -0.04100 1.05417 -2.78012
H 0.78328 0.71894 -3.13285
H -0.51400 1.38144 -3.54522
```

The winner here is run x, beating the second structure by 0.184 eV.

Run w
The following is a quantum chemistry calculation of an isolated molecule of C23H35N3O3, from the OMol25 dataset.

Its LUMO energy is 0.775 eV. Its molar mass is 401.55 g/mol. Its SMILES is CC1(C)C[C@@H](C(=O)N2CCCCC(C)(C)C2)CN(C(=O)c2ncoc2C2CC2)C1. The calculation puts the HOMO energy at -8.792 eV.

```
64
C23H35N3O3 | the OMol25 dataset | ωB97M-V/def2-TZVPD
C 0.19730 3.95743 0.98925
C 0.47034 2.69904 0.16928
C 1.94933 2.66892 -0.22344
C 0.10006 1.46105 1.00043
C 0.10419 0.17623 0.17367
C -0.37099 -1.01325 0.99204
O -1.16917 -0.86486 1.90680
N 0.10336 -2.23619 0.62845
C 1.03762 -2.47035 -0.46976
C 2.51415 -2.39126 -0.07031
C 2.80664 -2.86748 1.35410
C 2.06802 -4.13971 1.78563
C 0.65839 -3.95457 2.38287
C 0.15094 -5.32521 2.83522
C 0.70042 -3.02023 3.59415
C -0.34441 -3.41908 1.35104
C -0.82381 0.36663 -1.03019
N -0.35409 1.49038 -1.82897
C 0.47137 1.19425 -2.86965
O 0.72238 0.02846 -3.17061
C 1.00060 2.26810 -3.75431
N 1.27070 3.59803 -3.42002
C 1.74564 4.11040 -4.49139
O 1.83032 3.25133 -5.53147
C 1.36103 2.06469 -5.04933
C 1.32831 0.92947 -5.97001
C 1.06378 1.16858 -7.43611
C 2.43376 0.77253 -6.98863
C -0.41347 2.74888 -1.09066
H -0.85454 4.01846 1.27719
H 0.79531 3.95666 1.90282
H 0.45022 4.85552 0.42086
H 2.19931 1.80823 -0.84721
H 2.21720 3.56533 -0.78389
H 2.57195 2.61928 0.67293
H 0.78798 1.36785 1.84615
H -0.89868 1.58556 1.42701
H 1.10898 -0.01382 -0.20589
H 0.81706 -3.47399 -0.83660
H 0.83924 -1.79391 -1.30088
H 3.08086 -2.99148 -0.78774
H 2.87725 -1.36582 -0.18190
H 3.88275 -3.03701 1.43457
H 2.58255 -2.06501 2.05906
H 2.01194 -4.83924 0.94223
H 2.66450 -4.64456 2.55158
H -0.87004 -5.25718 3.21716
H 0.15773 -6.04029 2.00880
H 0.78118 -5.72446 3.63237
H -0.26175 -3.02886 4.10884
H 1.47218 -3.34041 4.29890
H 0.89641 -1.98640 3.31295
H -1.27903 -3.17051 1.85213
H -0.54780 -4.19976 0.61116
H -0.87652 -0.51765 -1.65794
H -1.82811 0.60551 -0.66982
H 2.08734 5.11737 -4.66094
H 0.93651 0.03219 -5.51862
H 0.45435 0.43652 -7.94628
H 0.91617 2.19144 -7.75315
H 3.20064 1.53383 -6.99893
H 2.77682 -0.23241 -7.18662
H -1.45554 2.89358 -0.78813
H -0.11999 3.57532 -1.72731
```

Run x
The following is a quantum chemistry calculation of an isolated molecule of C23H35N3O3, from the OMol25 dataset.

Its LUMO energy is 0.777 eV. Its molar mass is 401.55 g/mol. Its SMILES is C[C@@H]1CN(C(=O)CCC(=O)NCCCN2[C@@H](C)CCC[C@@H]2C)c2ccccc2O1. The calculation puts the HOMO energy at -8.090 eV.

```
64
C23H35N3O3 | the OMol25 dataset | ωB97M-V/def2-TZVPD
C -2.94923 0.24097 1.59524
C -2.39556 0.04571 0.19187
C -2.10084 1.37525 -0.50828
N -1.57976 1.07248 -1.82928
C -0.25219 1.25179 -2.05823
O 0.42544 1.94533 -1.32130
C 0.39362 0.49335 -3.20844
C 0.51202 -0.98847 -2.81812
C 1.06460 -1.10400 -1.40110
O 0.36770 -1.42332 -0.45765
N 2.37792 -0.83070 -1.29532
C 3.03028 -0.66254 -0.01622
C 3.22969 0.81382 0.32722
C 3.57385 0.98374 1.81600
N 2.69015 0.21647 2.67563
C 1.55213 0.93004 3.24243
C 0.80186 1.74727 2.19331
C 0.57085 -0.09379 3.82704
C 1.23241 -0.98629 4.86634
C 2.44093 -1.65557 4.22838
C 3.39969 -0.62022 3.63343
C 4.14606 0.15407 4.73469
C -2.49193 0.30866 -2.58640
C -2.65656 0.47917 -3.95647
C -3.58856 -0.26362 -4.65556
C -4.39754 -1.16523 -3.98218
C -4.29638 -1.29370 -2.61249
C -3.35967 -0.55170 -1.89542
O -3.36743 -0.68862 -0.55138
H -3.84661 0.85486 1.56435
H -2.20388 0.72078 2.22132
H -3.20307 -0.72525 2.02107
H -1.47061 -0.54700 0.22819
H -1.34983 1.94493 0.03796
H -3.01884 1.96392 -0.60664
H -0.15653 0.58388 -4.14031
H 1.38544 0.92930 -3.34600
H 1.16273 -1.50848 -3.52325
H -0.47348 -1.45716 -2.83764
H 2.86373 -0.46874 -2.10107
H 2.37692 -1.10739 0.73667
H 3.98532 -1.19628 -0.02832
H 2.31493 1.34763 0.07561
H 4.04080 1.23907 -0.26943
H 3.57256 2.05276 2.06901
H 4.59604 0.62098 1.95827
H 1.87480 1.62143 4.04585
H -0.08806 2.17844 2.64904
H 1.39970 2.56331 1.79986
H 0.49917 1.10333 1.37312
H 0.20238 -0.71210 3.00633
H -0.27675 0.43389 4.26959
H 1.53690 -0.39361 5.73111
H 0.52666 -1.74261 5.21613
H 2.97585 -2.26756 4.95686
H 2.09531 -2.30559 3.42259
H 4.15321 -1.17092 3.05413
H 3.45830 0.68419 5.38632
H 4.82619 0.87983 4.29391
H 4.72714 -0.53801 5.33924
H -2.06820 1.22245 -4.47238
H -3.69332 -0.12585 -5.72058
H -5.12409 -1.75153 -4.52328
H -4.93913 -1.96161 -2.06164
```

The winner here is run x, beating the second structure by 0.525 eV.